#P
Molecular formula: C5H11NO2
Method: DFT, ωB97M-V/def2-TZVPD

Results
**Spin multiplicity**: 1
**HOMO-LUMO gap**: 0.366 Eh

Bonds (Å) are listed after each position.
Positions of all 19 atoms, in Å:
1 H -0.5264 -1.5920 -0.0939  C11 1.092
2 H -2.0098 0.5015 -2.5319  C9 1.101
3 H 0.9887 -0.7634 -0.5138  C11 1.095
4 C -1.1164 1.5454 -0.1584  H10 1.093, N15 1.517, H16 1.091, C18 1.484
5 H -1.5491 1.2017 1.9300  C18 1.091
6 C 0.0800 -0.0076 1.3327  C11 1.513, H13 1.102, H14 1.103, C18 1.495
7 H -0.1030 2.1132 1.5803  C18 1.100
8 H 2.6994 -1.6157 0.1091  O19 0.955
9 C -1.3317 -0.1945 -2.0149  H2 1.101, O12 1.213, N15 1.353
10 H -2.1853 1.6812 -0.3422  C4 1.093
11 C 0.0100 -0.6419 -0.0390  H1 1.092, H3 1.095, C6 1.513, N15 1.477
12 O -1.2259 -1.3484 -2.3734  C9 1.213
13 H 1.0616 0.0669 1.8281  C6 1.102
14 H -0.2116 -0.7542 2.0912  C6 1.103
15 N -0.7070 0.3003 -0.9217  C4 1.517, C9 1.353, C11 1.477
16 H -0.5999 2.3783 -0.6379  C4 1.091
17 H 3.9459 -2.4608 -0.0572  O19 0.986
18 C -0.7076 1.2595 1.2387  C4 1.484, H5 1.091, C6 1.495, H7 1.100
19 O 3.4881 -1.6693 -0.4260  H8 0.955, H17 0.986



#Q
Molecular formula: C5H11NO2
Method: DFT, ωB97M-V/def2-TZVPD

Results
**Spin multiplicity**: 1
**HOMO-LUMO gap**: 0.376 Eh

Bonds (Å) are listed after each position.
Positions of all 19 atoms, in Å:
1 H 1.7405 -1.6657 -0.6807  C8 1.087
2 C 1.9012 0.4918 -0.6808  C8 1.478, H14 1.090, H15 1.086, H19 1.222
3 C -0.6826 1.2614 0.3720  O6 1.348, C10 1.755, O17 1.207
4 H -0.9160 -1.0271 -1.3865  C12 1.086
5 N -1.3595 -0.7723 1.8172  C10 1.256, H16 1.021
6 O -1.4728 1.7427 -0.6081  C3 1.348, H18 0.971
7 H 2.6015 -0.9751 0.7312  C8 1.090
8 C 1.8109 -0.8184 -0.0028  H1 1.087, C2 1.478, H7 1.090, H11 1.178
9 H -1.7129 -2.2044 -0.3299  C12 1.089
10 C -1.0519 -0.4322 0.6480  C3 1.755, N5 1.256, C12 1.495
11 H 0.7591 -0.8351 0.5268  C8 1.178
12 C -1.5971 -1.1440 -0.5488  H4 1.086, H9 1.089, C10 1.495, H13 1.100
13 H -2.5656 -0.7096 -0.8389  C12 1.100
14 H 2.2652 0.4506 -1.7076  C2 1.090
15 H 2.4047 1.2596 -0.1005  C2 1.086
16 H -0.9480 -0.1822 2.5422  N5 1.021
17 O -0.3549 1.9316 1.3206  C3 1.207
18 H -1.5861 2.6988 -0.4829  O6 0.971
19 H 0.7643 0.9295 -0.5906  C2 1.222



Stability summary: most stable #P, least stable #Q.



#P
Molecular formula: C5H11NO2
Method: DFT, ωB97M-V/def2-TZVPD

Results
**Spin multiplicity**: 1
**HOMO-LUMO gap**: 0.363 Eh

Bonds (Å) are listed after each position.
Positions of all 19 atoms, in Å:
1 H 0.5047 2.0808 -2.1351  C6 1.085
2 C -0.2787 0.0933 1.5237  N10 1.509, H11 1.095, H14 1.112, C16 1.553
3 H 1.1164 -1.4949 -2.0111  C17 1.100
4 H -1.0759 -0.8151 -2.1317  O9 0.986
5 H 1.6730 0.0159 -2.6470  C17 1.110
6 C 0.2389 1.6684 -1.1673  H1 1.085, O18 1.215, C19 1.528
7 H -1.0270 -0.5416 -0.2210  N10 1.023
8 H -0.3407 -0.4085 3.6565  C16 1.072
9 O -0.4285 -0.5006 -2.8054  H4 0.986, C17 1.434
10 N -0.0812 -0.5382 0.1677  C2 1.509, H7 1.023, C19 1.468
11 H -1.0650 0.8419 1.3827  C2 1.095
12 H 1.6915 0.3953 -0.2345  C19 1.091
13 H -1.7484 -0.9406 2.6807  C16 1.096
14 H 0.6058 0.6060 1.9599  C2 1.112
15 H -0.1102 -1.7802 2.6050  C16 1.112
16 C -0.6598 -0.8207 2.7194  C2 1.553, H8 1.072, H13 1.096, H15 1.112
17 C 0.8204 -0.4397 -2.1024  H3 1.100, H5 1.110, O9 1.434, C19 1.549
18 O -0.5645 2.2920 -0.5030  C6 1.215
19 C 0.7292 0.2865 -0.7370  C6 1.528, N10 1.468, H12 1.091, C17 1.549



#Q
Molecular formula: C5H11NO2
Method: DFT, ωB97M-V/def2-TZVPD

Results
**Spin multiplicity**: 1
**HOMO-LUMO gap**: 0.395 Eh

Bonds (Å) are listed after each position.
Positions of all 19 atoms, in Å:
1 H 2.0725 -1.4019 0.5853  C9 1.091
2 H -1.1668 -2.0758 0.7289  C17 1.091
3 C -0.4865 0.5052 -1.2005  O5 1.207, N8 1.377, H19 1.103
4 H -2.3403 0.5444 1.0091  C7 1.086
5 O 0.0038 1.6087 -1.2056  C3 1.207
6 H 0.0220 -0.4824 1.8046  C16 1.089
7 C -2.6173 -0.4113 0.5742  H4 1.086, H14 1.091, C17 1.533, H18 1.085
8 N -0.2210 -0.4709 -0.2657  C3 1.377, C16 1.473, C17 1.477
9 C 1.9495 -0.3735 0.9268  H1 1.091, O10 1.425, H15 1.090, C16 1.509
10 O 2.7007 0.4153 0.0084  C9 1.425, H11 0.962
11 H 2.1283 0.8327 -0.6418  O10 0.962
12 H -1.7545 -1.8047 -0.8104  C17 1.095
13 H 0.3149 1.0606 1.0669  C16 1.090
14 H -3.2288 -1.0422 1.2210  C7 1.091
15 H 2.3358 -0.2221 1.9344  C9 1.090
16 C 0.4856 -0.0085 0.9411  H6 1.089, N8 1.473, C9 1.509, H13 1.090
17 C -1.4320 -1.2449 0.0735  H2 1.091, C7 1.533, N8 1.477, H12 1.095
18 H -3.2308 -0.1658 -0.2865  C7 1.085
19 H -1.1086 0.0922 -2.0120  C3 1.103



#R
Molecular formula: C5H11NO2
Method: DFT, ωB97M-V/def2-TZVPD

Results
**Spin multiplicity**: 1
**HOMO-LUMO gap**: 0.352 Eh

Bonds (Å) are listed after each position.
Positions of all 19 atoms, in Å:
1 H -0.9202 -0.4581 2.6645  C5 1.086
2 H 1.4344 -0.8599 2.5070  C7 1.093
3 H 0.0339 2.1274 0.2312  O18 1.057
4 H -2.7891 -0.1988 -1.6554  C15 1.085
5 C -0.8721 0.0778 1.7209  H1 1.086, H17 1.083, C19 1.331
6 C 0.2039 0.7257 -0.7629  N9 1.389, O10 1.365, O18 1.360, C19 1.871
7 C 1.5146 -0.4823 1.4848  H2 1.093, H11 1.094, H13 1.092, C19 1.505
8 H 1.7942 0.3728 -1.9451  N9 1.012
9 N 0.9716 -0.0920 -1.5817  C6 1.389, H8 1.012, H16 1.007
10 O -1.1108 0.7738 -1.1253  C6 1.365, C15 1.424
11 H 1.7427 -1.3462 0.8535  C7 1.094
12 H -1.7236 -1.1547 -0.6103  C15 1.094
13 H 2.3765 0.1851 1.4127  C7 1.092
14 H -1.2830 -0.9137 -2.3250  C15 1.096
15 C -1.7547 -0.4538 -1.4495  H4 1.085, O10 1.424, H12 1.094, H14 1.096
16 H 1.1739 -1.0402 -1.3083  N9 1.007
17 H -1.7862 0.5579 1.3954  C5 1.083
18 O 0.7329 1.9589 -0.5441  H3 1.057, C6 1.360
19 C 0.2611 0.2205 1.0376  C5 1.331, C6 1.871, C7 1.505



Stability summary: most stable #Q, least stable #R.



#P
Molecular formula: C5H11NO2
Method: DFT, ωB97M-V/def2-TZVPD

Results
**Spin multiplicity**: 1
**HOMO-LUMO gap**: 0.316 Eh

Bonds (Å) are listed after each position.
Positions of all 19 atoms, in Å:
1 H -2.2237 1.1634 -1.5339  C3 1.097
2 H -0.2374 0.1221 -2.5177  C8 1.097
3 C -1.5750 2.0009 -1.2485  H1 1.097, H11 1.097, O18 1.405, H19 1.088
4 C 0.6688 -1.5624 1.3835  N9 1.427, C12 1.506, C17 1.300
5 H -0.0796 0.3930 0.9156  C12 1.086
6 H 0.3643 1.7292 -3.0059  C8 1.097
7 H 1.0665 -2.2092 3.2617  N9 1.015
8 C 0.3245 1.0028 -2.1847  H2 1.097, H6 1.097, H14 1.088, O18 1.407
9 N 0.7086 -2.5776 2.3858  C4 1.427, H7 1.015, H15 1.012
10 H 0.4680 0.1971 2.5886  C12 1.091
11 H -1.6199 2.7640 -2.0347  C3 1.097
12 C -0.0454 -0.2907 1.7592  C4 1.506, H5 1.086, H10 1.091, H13 1.089
13 H -1.0597 -0.5297 2.0745  C12 1.089
14 H 1.3340 0.7021 -1.9139  C8 1.088
15 H 1.2670 -3.3715 2.0980  N9 1.012
16 O 1.6141 -1.8339 -0.8882  C17 1.177
17 C 1.2021 -1.6966 0.2054  C4 1.300, O16 1.177
18 O -0.2548 1.5702 -1.0353  C3 1.405, C8 1.407
19 H -1.9226 2.4268 -0.3097  C3 1.088



#Q
Molecular formula: C5H11NO2
Method: DFT, ωB97M-V/def2-TZVPD

Results
**Spin multiplicity**: 1
**HOMO-LUMO gap**: 0.273 Eh

Bonds (Å) are listed after each position.
Positions of all 19 atoms, in Å:
1 H 0.2503 -3.0217 -0.6150  O19 0.974
2 H -1.9688 -0.0453 0.9963  C16 1.095
3 O 1.7204 -2.1457 0.7025  H15 0.969, C17 1.369
4 N -0.0330 0.7988 -0.7450  H6 1.018, C9 1.457, C12 1.396
5 H -2.1856 1.6700 0.6225  C16 1.096
6 H 0.1192 1.7914 -0.5796  N4 1.018
7 H 1.6020 1.0490 1.6609  C11 1.095
8 H 2.2085 1.6708 0.1142  C11 1.096
9 C -1.4287 0.5005 -1.0372  N4 1.457, H13 1.092, H14 1.096, C16 1.520
10 H -3.3311 0.4750 -0.0123  C16 1.094
11 C 1.9511 0.7581 0.6646  H7 1.095, H8 1.096, C12 1.516, H18 1.094
12 C 0.8652 -0.0176 -0.0553  N4 1.396, C11 1.516, C17 1.361
13 H -1.5646 -0.4889 -1.4797  C9 1.092
14 H -1.7773 1.2165 -1.7901  C9 1.096
15 H 2.1610 -1.5794 1.3543  O3 0.969
16 C -2.2763 0.6570 0.2149  H2 1.095, H5 1.096, C9 1.520, H10 1.094
17 C 0.8525 -1.3787 -0.0276  O3 1.369, C12 1.361, O19 1.367
18 H 2.8841 0.1961 0.7647  C11 1.094
19 O -0.0491 -2.1056 -0.7533  H1 0.974, C17 1.367



#R
Molecular formula: C5H11NO2
Method: DFT, ωB97M-V/def2-TZVPD

Results
**Spin multiplicity**: 1
**HOMO-LUMO gap**: 0.380 Eh

Bonds (Å) are listed after each position.
Positions of all 19 atoms, in Å:
1 O -1.0062 -2.4369 -2.5585  C13 1.211
2 H -0.7291 1.0993 2.5167  C8 1.089
3 H -0.1002 -2.0343 0.0930  C6 1.101
4 H -1.1395 0.4710 -1.4142  N5 1.007
5 N -1.5124 -0.3389 -1.8824  H4 1.007, H9 1.008, C13 1.351
6 C 0.2923 -1.4642 -0.7632  H3 1.101, O12 1.407, C13 1.535, H16 1.100
7 H 1.1337 2.4250 0.9766  C18 1.086
8 C -0.7724 0.7490 1.4865  H2 1.089, H10 1.089, C11 1.520, H15 1.089
9 H -2.1830 -0.2108 -2.6246  N5 1.008
10 H -1.1295 1.5698 0.8669  C8 1.089
11 C 0.6188 0.3193 1.0501  C8 1.520, O12 1.538, C18 1.505, H19 1.096
12 O 0.6227 -0.1409 -0.4174  C6 1.407, C11 1.538
13 C -0.7804 -1.4737 -1.8604  O1 1.211, N5 1.351, C6 1.535
14 H 2.3972 1.3736 1.7114  C18 1.086
15 H -1.4794 -0.0762 1.4218  C8 1.089
16 H 1.1796 -1.9942 -1.1412  C6 1.100
17 H 1.9920 1.2350 -0.0786  C18 1.133
18 C 1.6105 1.4489 0.9663  H7 1.086, C11 1.505, H14 1.086, H17 1.133
19 H 0.9853 -0.5209 1.6515  C11 1.096



Stability summary: most stable #R, least stable #P.



#P
Molecular formula: C5H11NO2
Method: DFT, ωB97M-V/def2-TZVPD

Results
**Spin multiplicity**: 1
**HOMO-LUMO gap**: 0.321 Eh

Bonds (Å) are listed after each position.
Positions of all 19 atoms, in Å:
1 H 0.4378 0.0731 -2.7941  C15 1.064
2 C 0.3052 -0.8835 -0.7758  C4 1.444, C6 1.383, C15 1.476
3 H 0.8023 -3.0205 -1.0974  C4 1.117
4 C 0.3407 -2.2777 -0.4026  C2 1.444, H3 1.117, C5 1.385
5 C -0.4663 -2.2840 0.7228  C4 1.385, N16 1.432, H17 1.084
6 C -0.5556 -0.1861 0.0523  C2 1.383, H7 1.122, N16 1.409
7 H -1.0362 0.8272 0.0567  C6 1.122
8 H -1.6704 -0.7957 1.7877  N16 0.993
9 O 1.3422 1.4645 2.1451  H10 1.068, H13 0.889
10 H 2.1427 2.1692 2.0885  O9 1.068
11 O -1.8076 3.0506 -0.0864  H12 0.860, H19 0.932
12 H -1.2526 3.3647 0.4909  O11 0.860
13 H 1.4964 0.9707 1.4222  O9 0.889
14 H 1.6622 0.6175 -1.6292  C15 1.167
15 C 0.9728 -0.2705 -1.9407  H1 1.064, C2 1.476, H14 1.167, H18 1.106
16 N -1.1648 -1.0598 0.9745  C5 1.432, C6 1.409, H8 0.993
17 H -0.5816 -3.1145 1.4098  C5 1.084
18 H 1.4619 -1.0400 -2.5676  C15 1.106
19 H -2.4291 2.3947 0.1435  O11 0.932



#Q
Molecular formula: C5H11NO2
Method: DFT, ωB97M-V/def2-TZVPD

Results
**Spin multiplicity**: 1
**HOMO-LUMO gap**: 0.319 Eh

Bonds (Å) are listed after each position.
Positions of all 19 atoms, in Å:
1 H -1.6053 -2.1039 0.5334  C19 1.091
2 C 2.3670 0.4928 0.7859  H7 1.087, H11 1.090, C13 1.500, H18 1.090
3 C -0.5032 0.9649 0.2548  C4 1.374, H6 1.080, O9 1.372
4 C -1.1713 -0.1421 -0.2092  C3 1.374, N14 1.392, C19 1.498
5 H -1.7356 -0.8187 1.7446  C19 1.087
6 H -0.5480 1.2319 1.3008  C3 1.080
7 H 2.0088 0.4499 1.8111  C2 1.087
8 H -2.9842 -0.9989 0.5069  C19 1.091
9 O -0.1465 2.0319 -0.5310  C3 1.372, H15 0.972
10 O 1.5562 -0.2528 -1.3634  C13 1.223
11 H 2.3972 1.5309 0.4561  C2 1.090
12 H -1.7220 -1.2091 -1.8361  N14 1.010
13 C 1.4831 -0.2850 -0.1428  C2 1.500, O10 1.223, H17 1.146
14 N -1.3202 -0.3176 -1.5817  C4 1.392, H12 1.010, H16 1.018
15 H -0.0029 1.7101 -1.4365  O9 0.972
16 H -0.4596 -0.1311 -2.0931  N14 1.018
17 H 0.9271 -1.1550 0.3538  C13 1.146
18 H 3.3723 0.0726 0.7435  C2 1.090
19 C -1.9131 -1.0708 0.7027  H1 1.091, C4 1.498, H5 1.087, H8 1.091



Stability summary: most stable #Q, least stable #P.